Record 1
A molecular structure, C47H43N7NaO5Se in a non-equilibrium geometry, computed with the ωB97M-V functional and the def2-TZVPD basis.

Properties
Total charge   -1

Cartesian coordinates (Å):
Na1 0.37515 -0.34498 0.41847
C1 1.79925 -6.02041 -4.08969
C2 1.22718 -4.84815 -3.34765
C3 -0.05860 -4.45238 -3.46422
C4 -0.56922 -3.28676 -2.79473
C5 -1.93872 -3.05221 -2.87977
N1 -2.65127 -1.95659 -2.65610
C6 -2.26911 -0.53831 -2.80371
C7 -3.54455 0.31567 -2.89820
C8 -3.73332 1.29375 -1.73503
N2 -3.48521 0.69136 -0.43896
C9 -4.32119 -0.01860 0.22978
C10 -3.90599 -0.74234 1.38916
C11 -4.86918 -1.30363 2.24133
C12 -4.54115 -1.96140 3.40148
C13 -5.58761 -2.53730 4.31629
C14 -3.16965 -2.07909 3.69787
C15 -2.17550 -1.58646 2.88357
C16 -0.77965 -1.89234 3.26040
N3 0.20985 -1.83282 2.47601
C17 1.51094 -2.26024 2.97867
C18 2.58993 -1.23419 2.61631
C19 3.28924 -1.47548 1.27979
N4 2.30381 -1.63776 0.20485
C20 2.52723 -2.58375 -0.60508
C21 1.62999 -3.05930 -1.68885
C22 2.04598 -4.12465 -2.41288
C23 0.27281 -2.51750 -1.89625
O1 -0.15189 -1.54234 -1.27420
C24 -2.50909 -0.85712 1.68835
O2 -1.62926 -0.35036 0.94625
H1 1.03643 -6.50759 -4.69673
H2 2.21081 -6.76629 -3.40620
H3 2.60888 -5.71456 -4.75580
H4 -0.73527 -5.01409 -4.10192
H5 -2.55112 -3.90771 -3.16308
H6 -3.64866 -2.10180 -2.65152
H7 -1.67527 -0.47511 -3.71903
H8 -1.62242 -0.23614 -1.98396
H9 -4.41638 -0.34512 -2.96478
H10 -3.54000 0.90063 -3.81919
H11 -4.74450 1.70489 -1.75416
H12 -3.04243 2.13099 -1.81480
H13 -2.49989 0.48843 -0.15245
H14 -5.37659 0.07895 -0.01472
H15 -5.91730 -1.18395 1.97878
H16 -6.58892 -2.26992 3.97882
H17 -5.47589 -2.16741 5.33716
H18 -5.53558 -3.62759 4.36081
H19 -2.86936 -2.60409 4.60038
H20 -0.64307 -2.24676 4.29378
H21 1.74419 -3.21883 2.50243
H22 1.48825 -2.43474 4.06260
H23 3.35029 -1.18234 3.39911
H24 2.11360 -0.25302 2.57781
H25 3.94734 -2.35368 1.33616
H26 3.90933 -0.60718 1.05069
H27 3.43382 -3.19768 -0.49652
H28 3.05456 -4.49037 -2.23228
O3 6.69687 4.43861 0.53062
C25 5.99281 4.26342 1.54153
O4 6.14902 4.65981 2.71059
C26 4.74126 3.39400 1.31558
C27 3.81896 3.16686 2.32542
C28 2.73742 2.32728 2.09114
N5 2.51397 1.73759 0.92954
C29 3.39182 1.95031 -0.04586
C30 4.50529 2.76974 0.09855
C31 3.16146 1.23077 -1.33605
C32 4.24532 0.87839 -2.14500
C33 4.01360 0.22942 -3.34078
C34 2.70539 -0.05038 -3.71031
C35 1.69880 0.32712 -2.83844
N6 1.90857 0.94150 -1.67869
C36 1.71814 2.04246 3.14453
C37 2.01591 2.12372 4.50614
C38 1.02106 1.82648 5.41800
C39 -0.23949 1.47114 4.95698
C40 -0.43965 1.41157 3.58560
N7 0.51715 1.67154 2.70265
H29 3.97839 3.67191 3.26751
H30 5.19985 2.96862 -0.70606
H31 5.25361 1.09736 -1.82315
H32 4.84320 -0.05301 -3.97772
H33 2.46949 -0.55477 -4.63787
H34 0.66223 0.12262 -3.07783
H35 3.00571 2.39606 4.84120
H36 1.22803 1.87604 6.48038
H37 -1.04676 1.23579 5.63729
H38 -1.40532 1.15081 3.16828
O5 -2.97875 2.63274 1.98700
C41 -2.77626 2.70394 0.82523
Se1 -0.68470 2.73083 0.19564
C42 -1.13941 3.74081 -1.36082
C43 -2.15194 4.70272 -1.34135
C44 -2.47377 5.41443 -2.49194
C45 -1.78369 5.19765 -3.67673
C46 -0.75148 4.26598 -3.69532
C47 -0.43313 3.54818 -2.55036
H39 -2.68878 4.89669 -0.42436
H40 -3.26039 6.15977 -2.45328
H41 -2.03403 5.75811 -4.56876
H42 -0.18633 4.09795 -4.60427
H43 0.37449 2.82514 -2.56915

=====

Record 2
A molecular structure, C47H44FN9O3S3SiTl in a non-equilibrium geometry, computed with the ωB97M-V functional and the def2-TZVPD basis.

Properties
Total charge   -1

Cartesian coordinates (Å):
Tl1 -1.93962 1.02774 0.53264
C1 5.45052 -13.05044 0.15232
O1 5.99807 -11.86153 0.56374
C2 5.34619 -10.67512 0.46764
C3 3.97319 -10.63534 0.14635
C4 3.30770 -9.41874 -0.05466
C5 3.99346 -8.19502 0.13550
C6 5.35207 -8.28934 0.50513
C7 6.02452 -9.47767 0.66325
C8 3.37183 -6.86095 -0.02192
N1 3.96722 -5.69158 0.11309
C9 3.02553 -4.74108 -0.18349
C10 1.85624 -5.34078 -0.44429
N2 2.05007 -6.72065 -0.36778
C11 0.61613 -4.67664 -0.60230
C12 -0.65105 -5.34465 -0.80991
C13 -1.80168 -4.58423 -0.87563
C14 -1.68892 -3.20074 -0.82363
N3 -0.53682 -2.56413 -0.78714
C15 0.60546 -3.27171 -0.60595
C16 1.85412 -2.61752 -0.26045
N4 1.85325 -1.27601 -0.17678
C17 2.95469 -0.62243 0.10063
C18 4.24845 -1.26532 0.26878
C19 4.24698 -2.61736 0.12934
C20 3.03561 -3.31931 -0.09029
H1 6.25116 -13.82752 0.07593
H2 4.92720 -12.92697 -0.84756
H3 4.74897 -13.50495 0.84313
H4 3.48628 -11.60318 0.00825
H5 2.26910 -9.43508 -0.30324
H6 5.87076 -7.36455 0.61319
H7 7.06586 -9.55294 0.87834
H8 1.42046 -7.42328 -0.70757
H9 -0.71234 -6.39169 -0.71422
H10 -2.73599 -5.11470 -0.91968
H11 -2.53577 -2.56636 -0.84290
H12 2.85171 0.40125 0.31549
H13 5.11381 -0.73669 0.49585
H14 5.12483 -3.27324 0.28798
C21 -5.22851 4.85485 0.04736
Si1 -3.54269 4.33929 0.52622
C22 -3.40699 4.70528 2.37607
C23 -2.31201 5.44175 -0.27711
N5 -3.45143 2.64001 0.12671
C24 -4.64495 1.92761 0.16969
C25 -5.22261 1.29833 -0.95645
C26 -6.54905 0.79061 -0.98313
C27 -7.29109 0.78462 0.16578
C28 -6.71790 1.21368 1.32919
C29 -5.40960 1.75094 1.34318
F1 -5.01188 2.21328 2.53611
H15 -5.42989 5.89111 0.34070
H16 -5.98021 4.23753 0.49601
H17 -5.35102 4.87051 -1.03702
H18 -3.17958 5.72554 2.62153
H19 -2.56199 4.06517 2.74013
H20 -4.36830 4.43632 2.89373
H21 -2.00867 5.28199 -1.33801
H22 -1.43541 5.36710 0.29798
H23 -2.60973 6.45988 -0.14330
H24 -4.72328 1.36074 -1.88719
H25 -6.87856 0.36904 -1.94287
H26 -8.32066 0.41340 0.20356
H27 -7.29087 1.21122 2.26530
S1 -2.70006 -0.58378 2.47093
C30 -1.35988 -0.21329 3.62910
C31 -1.45986 -0.86365 4.89327
C32 -0.46799 -0.72902 5.84524
C33 0.65856 0.01883 5.59099
C34 0.74664 0.67345 4.39174
C35 -0.24435 0.57861 3.34881
S2 0.11597 1.55351 1.91006
H28 -2.33161 -1.51988 5.09389
H29 -0.55043 -1.21506 6.84901
H30 1.44425 0.06199 6.32088
H31 1.59251 1.29906 4.19032
C36 -2.69875 -0.14347 -5.12861
N6 -1.96745 0.55348 -4.10078
C37 -1.36968 1.72034 -4.40206
C38 -0.76797 2.44997 -3.44652
C39 -0.88594 2.03806 -2.02741
O2 -0.46332 2.75528 -1.08987
N7 -1.43450 0.80471 -1.76300
C40 -1.86001 0.00847 -2.76793
O3 -2.21723 -1.13453 -2.63467
H32 -3.65235 0.35638 -5.24592
H33 -2.87926 -1.14616 -4.77893
H34 -2.10697 -0.20728 -6.06302
H35 -1.63866 2.05712 -5.39249
H36 -0.36894 3.35272 -3.76010
N8 0.84313 5.26950 -0.58209
C41 1.44707 6.29272 -1.20342
S3 1.66361 6.31184 -2.83034
N9 1.81470 7.30792 -0.30266
C42 2.16505 8.67277 -0.48762
C43 2.87846 9.18923 -1.56855
C44 3.28794 10.50538 -1.61666
C45 3.16037 11.34237 -0.51900
C46 2.41244 10.83654 0.54156
C47 1.83730 9.56016 0.52588
H37 0.45676 4.55245 -1.18472
H38 0.50205 5.38837 0.34438
H39 1.60436 7.06622 0.68856
H40 3.06247 8.49851 -2.43224
H41 3.80208 10.75758 -2.51036
H42 3.55880 12.32671 -0.51948
H43 2.28864 11.39172 1.52653
H44 1.34968 9.16483 1.42595

=====

Looking at calculated total energy for the records above, in order, we have -5140.1268 -4292.5242 a.u..
Looking at frontier orbital gap for the records above, in order, we have 4.2 6.5 eV.
Looking at highest occupied orbital energy for the records above, in order, we have -0.117 -0.175 Ha.